1.
Formula: C26H39CdClN3O4
Source: the OMol25 dataset
Level of theory: wB97M-V/def2-TZVPD

Last column: Löwdin charge in e.
Element x y z (Å)
1 O 1.21734 -0.81659 -2.58095  -0.159
2 C 0.05489 -0.31046 -2.84890  -0.348
3 C 0.01594 1.10773 -3.30750  -0.233
4 C 0.62129 2.08641 -2.53979  -0.046
5 H 0.98713 1.81453 -1.55071  0.105
6 C 0.77803 3.37834 -3.05717  -0.080
7 H 1.25510 4.14796 -2.44666  0.099
8 C 0.34138 3.67970 -4.35342  -0.117
9 H 0.49094 4.68666 -4.76336  0.091
10 C -0.26823 2.68113 -5.11110  -0.110
11 H -0.62546 2.90516 -6.12000  0.090
12 C -0.42683 1.39086 -4.59785  -0.044
13 H -0.88739 0.60828 -5.19961  0.108
14 H -0.55689 -0.94328 -3.54323  0.102
15 C -2.11911 -1.87253 -1.77806  -0.180
16 C -1.59230 -0.49228 -1.50012  -0.364
17 H -2.95742 -1.77693 -2.49160  0.071
18 H -2.55234 -2.31124 -0.86912  0.048
19 H -1.37254 -2.55317 -2.19535  0.064
20 C -2.41951 0.56656 -1.77314  -0.235
21 C -3.88758 0.55426 -1.62042  -0.145
22 H -2.06927 1.51051 -2.17629  0.085
23 H -4.28605 1.09185 -2.48032  0.069
24 H -4.22797 1.07414 -0.73170  0.033
25 H -4.36679 -0.42537 -1.60924  0.063
26 Cd -1.25561 -0.50757 0.59803  1.260
27 Cl -3.51440 -0.21426 1.66167  -0.278
28 C -1.12545 -0.24422 3.76198  -0.376
29 O -0.41466 -0.92462 2.96674  -0.128
30 N -1.26952 -0.46783 5.07286  -0.191
31 C -0.64624 -1.57791 5.77006  -0.046
32 C -2.17293 0.35768 5.84863  -0.057
33 H -1.72107 0.59679 3.39319  0.059
34 H 0.00352 -2.15029 5.10727  0.086
35 H -1.42569 -2.23253 6.19687  0.088
36 H -0.06679 -1.18782 6.62307  0.085
37 H -2.50681 1.17836 5.21675  0.089
38 H -1.66264 0.75359 6.73292  0.084
39 H -3.04378 -0.21978 6.18217  0.089
40 H 4.90226 1.15759 -1.65443  0.077
41 H 4.88197 1.62098 0.70737  0.076
42 C 3.80588 1.26406 -1.62927  -0.072
43 C 3.80475 1.47359 0.82856  -0.060
44 N 3.27185 0.81115 -0.35065  -0.181
45 H 3.34877 0.66681 -2.43806  0.084
46 C 2.75836 -0.44083 -0.25250  -0.328
47 O 2.05405 -0.85166 0.69065  -0.033
48 H 3.60646 0.86351 1.71320  0.085
49 H 3.01318 -1.10905 -1.09872  0.119
50 H 3.56330 2.32324 -1.78546  0.083
51 H 3.33944 2.45374 0.95569  0.076
52 H 0.04080 -6.15687 1.02057  0.089
53 H 2.20186 -5.96509 -0.50655  0.086
54 C -0.43519 -5.59301 0.20842  -0.040
55 C 1.59864 -5.30974 -1.15277  -0.056
56 N 0.52909 -4.68545 -0.39331  -0.187
57 H -1.28849 -5.04110 0.58785  0.086
58 C 0.47364 -3.35817 -0.20403  -0.271
59 O -0.47599 -2.79548 0.39122  -0.111
60 H 2.23682 -4.53304 -1.58733  0.092
61 H 1.32766 -2.78328 -0.61517  0.122
62 H -0.74952 -6.31978 -0.55034  0.085
63 H 1.17802 -5.93341 -1.95538  0.087
64 C 0.23466 4.16107 1.68250  -0.136
65 C 0.93513 3.12980 2.32550  -0.130
66 C 0.73299 1.78014 1.94930  -0.192
67 C -0.20520 1.48814 0.99104  -0.245
68 C -0.87697 2.48561 0.32542  -0.189
69 C -0.65931 3.82724 0.65667  -0.115
70 H 0.38618 5.20511 1.97867  0.082
71 H 1.63878 3.37498 3.13768  0.086
72 H 1.30050 1.00067 2.44109  0.069
73 H -1.59978 2.23607 -0.42403  0.042
74 H -1.19890 4.61069 0.11998  0.087

Summary:
DFT total energy   -2107.2167 hartree
HOMO   -3.5 eV
Charge   -1
Kohn-Sham gap   6.20 eV

=====

2.
Formula: C26H39Cl2GaOP
Source: the OMol25 dataset
Level of theory: wB97M-V/def2-TZVPD

Last column: Löwdin charge in e.
Element x y z (Å)
1 P -0.13240 0.65190 -2.28590  1.050
2 C -1.76450 0.22890 -3.06990  -0.424
3 C -2.23260 1.08070 -4.26310  -0.199
4 C -3.67830 0.70920 -4.63330  -0.198
5 C -3.82290 -0.78740 -4.93540  -0.211
6 C -3.31170 -1.63730 -3.76560  -0.192
7 C -1.86480 -1.26670 -3.41550  -0.201
8 C 1.26440 0.08480 -3.36460  -0.427
9 C 1.17450 0.50270 -4.84110  -0.199
10 C 2.48450 0.16290 -5.56950  -0.201
11 C 2.83160 -1.32530 -5.43070  -0.210
12 C 2.88890 -1.74400 -3.95580  -0.188
13 C 1.57890 -1.41320 -3.23030  -0.205
14 C -0.04170 2.50630 -2.42840  -0.437
15 C -1.18810 3.15620 -1.63290  -0.227
16 C -1.18050 4.68080 -1.79590  -0.199
17 C 0.17480 5.27850 -1.39840  -0.210
18 C 1.31790 4.61870 -2.17700  -0.202
19 C 1.31380 3.09370 -2.00060  -0.217
20 H -2.45380 0.41210 -2.23270  0.034
21 H -1.57860 0.91820 -5.12870  0.101
22 H -2.18880 2.14740 -4.02170  0.093
23 H -4.00460 1.30560 -5.49420  0.104
24 H -4.33470 0.97300 -3.79260  0.117
25 H -4.86950 -1.02950 -5.15600  0.102
26 H -3.24260 -1.03150 -5.83730  0.110
27 H -3.94450 -1.47000 -2.88350  0.119
28 H -3.37550 -2.70420 -4.01240  0.108
29 H -1.50640 -1.87580 -2.57950  0.091
30 H -1.22030 -1.48850 -4.27630  0.102
31 H 2.11410 0.60680 -2.90330  0.067
32 H 3.29660 0.76590 -5.13920  0.114
33 H 0.96210 1.57410 -4.93420  0.102
34 H 0.34610 -0.03200 -5.32320  0.100
35 H 2.40560 0.44100 -6.62780  0.103
36 H 3.78590 -1.53810 -5.92750  0.101
37 H 2.06460 -1.92220 -5.94580  0.111
38 H 3.09950 -2.81690 -3.87020  0.111
39 H 3.71170 -1.21460 -3.45560  0.118
40 H 1.66010 -1.66610 -2.17250  0.051
41 H 0.76710 -2.01640 -3.65210  0.109
42 H -0.18430 2.73640 -3.49370  0.096
43 H -2.15530 2.73850 -1.93030  0.093
44 H -1.07370 2.89740 -0.57170  0.092
45 H -1.39470 4.93290 -2.84470  0.110
46 H -1.98500 5.12070 -1.19380  0.108
47 H 0.33840 5.11900 -0.32440  0.115
48 H 0.17610 6.36310 -1.56170  0.101
49 H 2.28400 5.02360 -1.85240  0.106
50 H 1.21500 4.85770 -3.24560  0.110
51 H 2.12550 2.65720 -2.59080  0.099
52 H 1.51680 2.83060 -0.95590  0.084
53 Ga 0.00000 0.00000 0.00000  -0.327
54 Cl 2.38750 0.23300 -0.18820  0.137
55 Cl -2.37830 0.33280 0.23360  0.097
56 C -0.35200 -1.79170 -0.26420  -0.220
57 H -1.41190 -2.01030 -0.47440  0.007
58 C 0.44200 -3.01460 -0.23800  -0.315
59 C 1.85020 -3.05870 -0.19110  -0.096
60 C 2.51800 -4.27650 -0.18360  -0.105
61 C 1.80290 -5.47840 -0.21100  -0.137
62 C 0.40740 -5.45560 -0.25400  -0.120
63 C -0.26360 -4.23720 -0.27240  -0.068
64 H 2.39750 -2.12160 -0.17300  0.009
65 H 3.60400 -4.29300 -0.15240  0.091
66 H -0.15370 -6.38570 -0.27600  0.086
67 H -1.35000 -4.21140 -0.31130  0.100
68 H 2.33160 -6.42760 -0.19970  0.080
69 O 0.00000 0.00000 3.21810  -0.035
70 C 0.00000 0.00000 2.00000  -0.172

Summary:
DFT total energy   -4275.9750 hartree
HOMO (spin up / spin down)   -3.3 / -2.0 eV
Charge   -1
Kohn-Sham gap (spin up / spin down)   5.90 / 4.59 eV

=====

3.
Formula: C26H39Cl36NO10P2S
Source: the OMol25 dataset
Level of theory: wB97M-V/def2-TZVPD

Last column: Löwdin charge in e.
Element x y z (Å)
1 C 4.51462 4.37928 -0.94911  -0.091
2 O 4.64686 3.05424 -1.44787  -0.189
3 C 4.13185 2.86846 -2.73932  -0.240
4 C 3.11854 1.71173 -2.83275  -0.184
5 C 3.46887 0.49161 -1.93249  -0.147
6 C 2.53623 0.24894 -0.72355  -0.273
7 S 3.67667 0.04607 0.72944  0.722
8 C 5.06559 -1.05275 0.42198  -0.136
9 O 4.23410 1.36023 0.95211  -0.354
10 O 3.02929 -0.36953 1.94683  -0.352
11 C 1.66451 1.44522 -0.18669  -0.498
12 O 1.78839 2.57715 -0.30701  0.226
13 O 0.68787 0.90634 0.58015  0.011
14 C 0.30275 -0.45876 0.25293  -0.405
15 N 0.51908 -1.50405 1.17683  0.134
16 C -0.01636 -1.38710 2.34117  -0.336
17 C 0.24556 -0.25393 3.25997  -0.085
18 C -0.92638 -2.49663 2.84794  -0.010
19 P -1.49622 -0.26545 -0.16579  0.528
20 O -2.10590 -1.49616 -0.62294  -0.252
21 O -1.75237 0.97696 -1.18493  -0.164
22 O -2.29045 0.16692 1.18939  -0.138
23 C 1.35851 -0.77694 -0.89995  -0.307
24 C 1.69748 -2.26596 -1.05715  -0.205
25 O 2.79302 -2.68704 -0.25697  -0.199
26 C 2.48514 -3.94062 0.33866  -0.121
27 P 0.67692 -0.45672 -2.63858  0.769
28 O -0.32630 -1.47008 -3.03127  -0.428
29 H 3.70381 4.39239 -0.21107  0.079
30 H 5.44028 4.60707 -0.40432  0.075
31 H 4.40778 5.14037 -1.72851  0.057
32 H 4.98039 2.61115 -3.39924  0.123
33 H 3.67529 3.76242 -3.18117  0.056
34 H 2.09537 2.07627 -2.70866  0.067
35 H 3.17504 1.35223 -3.86952  0.049
36 H 4.51746 0.62765 -1.64966  0.113
37 H 3.46370 -0.43043 -2.52542  0.102
38 H 4.88199 -1.94852 1.02137  0.070
39 H 5.99524 -0.61558 0.78809  -0.017
40 H 5.09512 -1.38777 -0.61610  0.065
41 H -0.62284 0.44559 3.21190  0.025
42 H 0.35077 -0.57188 4.30091  0.050
43 H 1.12749 0.33519 3.01307  0.048
44 H -0.24498 -3.23706 3.30178  0.069
45 H -1.47804 -2.97254 2.03814  0.089
46 H -1.55005 -2.13159 3.67004  0.019
47 H -2.30451 0.59374 -1.88684  -0.020
48 H -3.11795 0.58405 0.90788  0.081
49 H 0.83718 -2.91768 -0.90145  0.133
50 H 1.98638 -2.42780 -2.11487  0.120
51 H 3.33806 -4.23693 0.95690  0.097
52 H 1.59526 -3.88931 0.98278  0.081
53 H 2.29691 -4.69904 -0.43406  0.008
54 H 0.20917 0.87776 -2.75965  0.043
55 H 1.71714 -0.56245 -3.59839  0.027
56 C 1.65537 6.33419 -4.58060  -1.506
57 Cl 3.01648 7.02007 -3.69062  0.547
58 Cl 1.88909 6.53786 -6.32589  0.507
59 Cl 1.43124 4.63717 -4.15166  0.561
60 H 0.75972 6.87178 -4.29703  0.015
61 C -0.16812 3.87371 4.37684  -1.557
62 Cl 0.29157 2.89365 5.77212  0.511
63 Cl -0.52023 2.82975 3.01276  0.614
64 Cl -1.52648 4.93236 4.76923  0.533
65 H 0.67643 4.49216 4.09949  -0.018
66 C 2.37859 1.78127 -7.18393  -1.516
67 Cl 1.23032 0.92519 -6.14878  0.540
68 Cl 1.91427 3.47296 -7.33671  0.502
69 Cl 4.01810 1.64697 -6.53943  0.551
70 H 2.36140 1.32474 -8.16525  0.014
71 C 1.42929 -7.89891 -1.79036  -1.535
72 Cl 1.36265 -6.88361 -0.34611  0.578
73 Cl 0.91098 -6.98910 -3.20992  0.532
74 Cl 3.05566 -8.54471 -2.02188  0.526
75 H 0.75020 -8.73042 -1.65251  0.012
76 C 9.13376 -1.65548 1.29440  -1.524
77 Cl 9.55285 -3.08397 2.24007  0.533
78 Cl 8.45970 -2.12206 -0.27161  0.540
79 Cl 8.00244 -0.63016 2.18107  0.566
80 H 10.03832 -1.08785 1.11775  0.014
81 C 4.40106 2.78807 3.14521  -1.511
82 Cl 3.07135 3.09771 4.27578  0.545
83 Cl 5.25786 4.28539 2.76406  0.549
84 Cl 5.51044 1.58670 3.81202  0.540
85 H 3.98331 2.38925 2.22424  -0.049
86 C -4.72394 -0.68630 4.60174  -1.538
87 Cl -6.11359 -0.49966 5.67602  0.522
88 Cl -4.00287 0.88384 4.23760  0.539
89 Cl -3.54234 -1.76694 5.35024  0.550
90 H -5.05626 -1.13460 3.67309  0.010
91 C -4.87814 -0.32464 -3.68890  -1.518
92 Cl -3.15185 -0.37801 -4.01894  0.602
93 Cl -5.17229 0.53825 -2.17077  0.536
94 Cl -5.76095 0.43494 -5.01622  0.530
95 H -5.23589 -1.34078 -3.57967  0.020
96 C -10.24973 0.24328 0.06657  -1.549
97 Cl -9.94137 1.63851 1.10335  0.518
98 Cl -9.99143 -1.26248 0.95084  0.506
99 Cl -11.88411 0.30788 -0.59579  0.509
100 H -9.55183 0.27373 -0.75647  0.008
101 C 2.38913 -2.93434 5.02804  -1.533
102 Cl 0.94484 -2.72484 6.02852  0.547
103 Cl 3.15876 -1.38485 4.70076  0.597
104 Cl 3.52072 -4.04474 5.80665  0.533
105 H 2.08715 -3.36878 4.08219  0.000
106 C -12.41484 3.90554 -2.19963  -1.554
107 Cl -12.50802 5.38352 -3.16065  0.526
108 Cl -10.92879 3.02304 -2.55564  0.505
109 Cl -12.52330 4.27408 -0.47749  0.517
110 H -13.25428 3.27549 -2.46487  0.012
111 C -9.05765 -4.57800 2.99482  -1.552
112 Cl -7.60609 -3.70171 3.49499  0.512
113 Cl -9.28846 -4.51141 1.24554  0.504
114 Cl -8.97391 -6.25254 3.54472  0.528
115 H -9.91556 -4.11089 3.46164  0.013

Summary:
DFT total energy   -19468.9576 hartree
HOMO   -9.0 eV
Charge   0
Kohn-Sham gap   9.10 eV